[1]
{"formula": "C4H6Br2O2", "method": "ωB97M-V with the def2-TZVPD basis set", "species": ["C", "C", "C", "C", "O", "O", "Br", "Br", "H", "H", "H", "H", "H", "H"], "xyz": [[0.6079, -0.0421, -0.5490], [1.6650, 0.6671, -0.8056], [0.2101, -0.6381, 0.7151], [-1.2446, -0.2317, 0.9061], [1.9870, 1.2899, -2.2447], [-2.0327, -0.7558, -0.0878], [3.1407, 1.1183, 0.3254], [-1.9711, -1.0191, 2.6521], [-0.1482, 0.2902, -1.2946], [0.5826, -0.1815, 1.6029], [0.2279, -1.7676, 0.6896], [-1.3614, 0.8525, 1.0065], [1.3277, 0.7695, -2.8633], [-2.9909, -0.3518, -0.0527]], "atomic_forces_ev_per_a": [[-0.645, 1.805, -1.455], [3.414, 2.269, -3.505], [-2.404, -1.378, 0.459], [-1.130, -0.638, 0.333], [-2.992, -3.074, 2.419], [-2.735, 1.174, -0.485], [-0.766, -0.427, -0.587], [0.469, 0.472, -0.328], [0.126, -1.354, 0.306], [1.552, -0.164, 0.492], [0.308, 1.211, 0.316], [0.054, -0.205, 0.221], [1.904, 1.470, 1.772], [2.845, -1.159, 0.041]], "lowdin_charge": [-0.198, -0.639, -0.233, -0.743, -0.170, -0.124, 0.751, 0.581, 0.140, 0.090, 0.150, 0.110, 0.120, 0.165], "orbital_gap_ev": 10.1, "energy_ev": -148422.962, "smiles": "O/C(Br)=C/C[C@@H](O)Br", "lumo_ev": 0.382}

***

[2]
{"formula": "C2H6IN2O", "method": "ωB97M-V with the def2-TZVPD basis set", "species": ["C", "C", "N", "N", "O", "I", "H", "H", "H", "H", "H", "H"], "xyz": [[0.3966, -0.2536, -0.0821], [2.2146, -1.4139, 0.3178], [-1.9243, 1.6372, -0.3009], [-0.0029, 0.8610, 0.1827], [0.9553, -1.3125, -0.4701], [-3.0446, -0.1324, 0.0311], [2.9579, -1.2712, -0.4959], [2.2299, -2.4551, 0.6632], [2.0996, -0.7475, 1.2053], [-2.8691, 2.1542, -0.0584], [-1.8968, 1.4874, -1.2054], [-1.1164, 1.4463, 0.2127]], "atomic_forces_ev_per_a": [[-1.708, 5.347, 0.172], [0.408, -1.202, -0.166], [-11.593, 2.143, 3.030], [6.439, -7.557, -0.230], [-0.874, 0.606, 0.808], [-0.254, -0.911, 0.301], [0.017, 0.383, 1.340], [0.148, 0.339, -0.111], [0.819, -0.275, -1.004], [3.034, 0.200, -0.494], [1.040, 0.097, -6.024], [2.525, 0.829, 2.377]], "lowdin_charge": [-0.279, 0.057, -0.199, 0.169, 0.029, 0.986, 0.127, 0.108, 0.121, 0.108, -0.032, -0.195], "charge": 1, "orbital_gap_ev": 9.3, "energy_ev": -15288.348, "lumo_ev": -5.498}

***

[3]
{"formula": "C42H110N2O14", "method": "ωB97M-V with the def2-TZVPD basis set", "species": ["C", "C", "C", "C", "C", "C", "N", "O", "C", "C", "C", "H", "H", "H", "H", "H", "H", "H", "H", "H", "H", "H", "H", "H", "H", "H", "H", "H", "H", "H", "C", "C", "C", "C", "C", "C", "N", "O", "C", "C", "C", "H", "H", "H", "H", "H", "H", "H", "H", "H", "H", "H", "H", "H", "H", "H", "H", "H", "H", "H", "O", "H", "H", "O", "H", "H", "O", "H", "H", "O", "H", "H", "C", "C", "C", "O", "H", "H", "H", "H", "H", "H", "H", "H", "C", "C", "C", "O", "H", "H", "H", "H", "H", "H", "H", "H", "C", "C", "C", "O", "H", "H", "H", "H", "H", "H", "H", "H", "C", "C", "C", "O", "H", "H", "H", "H", "H", "H", "H", "H", "C", "C", "C", "O", "H", "H", "H", "H", "H", "H", "H", "H", "C", "C", "C", "O", "H", "H", "H", "H", "H", "H", "H", "H", "C", "C", "C", "O", "H", "H", "H", "H", "H", "H", "H", "H", "C", "C", "C", "O", "H", "H", "H", "H", "H", "H", "H", "H"], "xyz": [[3.0519, -4.9027, 1.4014], [3.2068, -5.3610, -0.0444], [1.7874, -5.3848, -0.6320], [1.7616, -5.4425, -2.1420], [2.4959, -4.2149, -2.6537], [3.9528, -4.1451, -2.2042], [4.0061, -4.3843, -0.7771], [5.2792, -4.1540, -0.2173], [4.8261, -5.1644, -2.9582], [4.4540, -2.7457, -2.5525], [3.8404, -6.7574, -0.0392], [4.0191, -4.8478, 1.9088], [2.4240, -5.5985, 1.9632], [2.5719, -3.9252, 1.4832], [1.2637, -6.2263, -0.1727], [1.3065, -4.4550, -0.3196], [0.7316, -5.4618, -2.5096], [2.2062, -6.3565, -2.5504], [1.9880, -3.3116, -2.3044], [2.4790, -4.1983, -3.7474], [5.8740, -5.0026, -2.7126], [4.5186, -6.1791, -2.7142], [4.6992, -5.0821, -4.0427], [4.6199, -2.6661, -3.6300], [3.7251, -1.9705, -2.3012], [5.4023, -2.5011, -2.0726], [3.8368, -7.2153, -1.0287], [3.1756, -7.4469, 0.4989], [4.8184, -6.7266, 0.4315], [5.1345, -3.3778, 0.3328], [1.2117, 0.9078, 1.6049], [-0.0200, 1.3403, 0.8364], [0.3283, 2.0843, -0.4382], [0.7753, 1.1450, -1.5546], [-0.3065, 0.1199, -1.8230], [-0.7501, -0.6446, -0.5803], [-0.9724, 0.2840, 0.5086], [-1.4464, -0.3943, 1.6423], [-2.0695, -1.3643, -0.9102], [0.3470, -1.7105, -0.2965], [-0.7973, 2.3543, 1.7112], [1.9945, 0.4785, 0.9711], [1.0025, 0.2535, 2.4492], [1.7572, 1.7772, 1.9975], [-0.5359, 2.6431, -0.8072], [1.1295, 2.7962, -0.2251], [1.7057, 0.6487, -1.2541], [1.0536, 1.6865, -2.4632], [-0.0029, -0.5121, -2.6618], [-1.1510, 0.6311, -2.3181], [-2.2655, -1.4640, -1.9775], [-2.0673, -2.3753, -0.4815], [-2.9259, -0.9128, -0.4061], [0.2846, -2.0408, 0.7449], [0.1904, -2.5654, -0.9570], [1.3580, -1.3361, -0.4575], [-0.2293, 3.2856, 1.7759], [-0.9190, 1.9839, 2.7311], [-1.7833, 2.5317, 1.2868], [-2.2969, 0.0440, 1.8119], [-1.6831, -4.2221, -2.9797], [-2.5537, -4.1417, -3.4000], [-1.4761, -3.3174, -2.7208], [-4.2626, -3.1683, -3.4648], [-4.5416, -2.2559, -3.3470], [-5.0335, -3.6968, -3.2389], [-3.9344, 0.9851, 1.8171], [-4.3871, 1.0432, 2.6636], [-4.5116, 1.4159, 1.1797], [-3.2750, 2.6807, -1.3072], [-2.4077, 2.5056, -0.9266], [-3.1870, 2.4577, -2.2382], [-3.2907, 0.0777, 4.9893], [-4.4451, -0.9272, 4.9535], [-5.6786, -0.4689, 5.6851], [-4.8123, -1.2842, 3.6277], [-3.5941, 1.1129, 4.8573], [-2.5381, -0.2526, 4.2640], [-2.7378, -0.1360, 5.9108], [-4.0814, -1.8507, 5.4308], [-6.4937, -1.1810, 5.5622], [-6.0428, 0.4710, 5.2543], [-5.4813, -0.3103, 6.7450], [-4.1534, -1.8870, 3.2472], [0.3785, 4.2915, -6.4769], [-0.0745, 3.3300, -5.3882], [-1.1493, 3.9206, -4.5243], [-0.6058, 2.1344, -5.9825], [-0.4070, 4.5329, -7.1947], [1.2792, 3.9380, -6.9807], [0.6354, 5.2628, -6.0359], [0.8172, 3.0858, -4.7946], [-1.4956, 3.2798, -3.7115], [-2.0202, 4.1713, -5.1370], [-0.8457, 4.8541, -4.0443], [0.0778, 1.8275, -6.5872], [2.8905, 7.5778, -1.8622], [1.8089, 6.7175, -1.2005], [2.4130, 5.6810, -0.2848], [0.9285, 7.5666, -0.4337], [3.6486, 7.7993, -1.1072], [2.4660, 8.4985, -2.2589], [3.3640, 7.0263, -2.6741], [1.1799, 6.2619, -1.9651], [3.0220, 6.1896, 0.4591], [2.9473, 4.9027, -0.8285], [1.5724, 5.1724, 0.1979], [1.4982, 8.2177, -0.0116], [-3.6421, 6.4586, 0.5624], [-2.2536, 5.9013, 0.3148], [-1.7808, 6.0634, -1.1163], [-1.3802, 6.6231, 1.2000], [-4.4636, 5.8132, 0.2484], [-3.7603, 7.4280, 0.0698], [-3.7557, 6.6384, 1.6328], [-2.2277, 4.8517, 0.6267], [-2.5596, 5.7346, -1.8111], [-0.8376, 5.5370, -1.2560], [-1.6966, 7.1244, -1.3674], [-0.5649, 6.8663, 0.7472], [-3.2835, -4.9682, 1.3955], [-2.9269, -4.3129, 2.7332], [-1.6383, -4.8385, 3.3084], [-2.8830, -2.8820, 2.5348], [-2.4350, -4.9268, 0.7095], [-4.1716, -4.4733, 1.0038], [-3.5511, -6.0224, 1.5068], [-3.7750, -4.4546, 3.4039], [-1.8452, -5.8611, 3.6513], [-1.3696, -4.3039, 4.2201], [-0.8086, -4.9086, 2.6075], [-2.1700, -2.6954, 1.9118], [-2.2562, 3.4270, 8.0820], [-1.5769, 2.6515, 6.9875], [-1.1826, 3.4873, 5.7874], [-0.4111, 2.0478, 7.5764], [-2.8856, 4.2199, 7.6805], [-1.5361, 3.9262, 8.7345], [-2.7999, 2.7304, 8.7202], [-2.2209, 1.8340, 6.6561], [-0.7908, 2.8892, 4.9640], [-0.4587, 4.2624, 6.0513], [-2.0469, 4.0503, 5.4177], [-0.0079, 1.4422, 6.9478], [-2.0558, -1.2726, -5.4847], [-0.8972, -2.2200, -5.8130], [0.3122, -2.0017, -4.9309], [-1.3230, -3.5680, -5.6877], [-1.9002, -0.2847, -5.9255], [-2.1688, -1.1165, -4.4067], [-2.9560, -1.7076, -5.9161], [-0.6360, -2.0235, -6.8562], [1.1596, -2.6324, -5.2113], [0.0916, -2.2015, -3.8808], [0.7416, -0.9942, -4.9962], [-1.2009, -3.8633, -4.7708], [6.2951, -0.5344, 2.6721], [5.4953, -1.0453, 1.4865], [4.0518, -1.3480, 1.8845], [5.4566, -0.0195, 0.4746], [6.2547, -1.2692, 3.4802], [5.8256, 0.3831, 3.0334], [7.3390, -0.3588, 2.4225], [5.8943, -1.9779, 1.0995], [3.6418, -0.6445, 2.6112], [4.0116, -2.3233, 2.3962], [3.3687, -1.5172, 1.0521], [5.3700, 0.8211, 0.9342]], "atomic_forces_ev_per_a": [[0.199, 0.109, 0.487], [0.106, -0.220, -0.088], [0.313, -0.192, 0.013], [-0.169, -0.040, -0.285], [-0.135, -0.327, -0.359], [0.439, -0.337, -0.511], [-1.028, 1.390, 0.630], [0.066, -0.513, -0.062], [-0.378, -0.089, -0.367], [0.181, 0.400, -0.039], [-1.009, -0.464, -0.049], [-0.053, -0.061, -0.010], [0.073, -0.122, -0.089], [0.048, 0.041, -0.236], [-0.098, 0.055, -0.004], [-0.167, -0.065, 0.020], [-0.004, 0.180, 0.072], [0.160, 0.016, 0.212], [-0.063, -0.028, 0.021], [0.034, 0.103, 0.029], [0.042, -0.174, 0.063], [0.231, -0.054, 0.148], [0.095, 0.230, 0.059], [-0.046, -0.128, -0.002], [0.022, -0.071, 0.225], [-0.051, -0.102, 0.048], [0.535, 0.284, -0.126], [0.264, 0.204, 0.404], [0.142, -0.172, -0.195], [0.051, 0.000, -0.073], [1.352, 0.229, -0.149], [-0.835, 0.647, 0.876], [0.584, -0.293, -0.832], [0.484, -0.075, 0.276], [-0.298, 0.950, -1.094], [0.650, -0.790, -0.718], [-0.519, 0.591, -0.874], [0.345, -0.181, 0.275], [-0.272, -0.679, 1.042], [-0.306, 0.138, 0.288], [0.419, -0.250, 0.175], [-0.367, -0.480, -0.049], [-0.174, -0.128, -0.131], [-0.458, 0.141, 0.161], [-0.007, 0.161, 0.173], [-0.140, 0.111, 0.100], [-0.062, -0.057, 0.053], [-0.261, 0.088, 0.001], [0.206, -0.543, 0.540], [-0.160, 0.153, 0.589], [0.081, 0.175, -0.067], [0.098, -0.011, -0.224], [0.049, 0.413, -0.332], [-0.064, -0.133, -0.076], [0.089, -0.040, 0.051], [0.002, 0.062, -0.033], [-0.095, 0.048, -0.047], [-0.100, -0.053, -0.057], [-0.040, 0.100, 0.027], [-0.239, -0.063, -0.020], [0.232, -0.148, -0.147], [-0.090, 0.150, 0.291], [-0.115, -0.031, 0.193], [-0.153, -0.051, -0.028], [0.052, 0.071, -0.032], [-0.040, -0.032, 0.021], [0.112, 0.209, -0.053], [-0.098, -0.313, 0.024], [0.105, 0.025, -0.142], [-0.145, 0.085, 0.046], [-0.028, -0.182, 0.073], [0.001, -0.032, -0.038], [0.486, -1.480, 0.129], [0.373, -0.808, -0.254], [-0.357, 0.399, -0.202], [-0.579, 0.468, 0.058], [0.150, 0.098, 0.082], [-0.275, 0.407, -0.404], [-0.319, 0.773, 0.319], [0.014, 0.141, 0.148], [0.114, -0.159, 0.111], [0.102, 0.027, 0.082], [0.010, 0.007, 0.009], [0.181, 0.237, -0.036], [0.083, 0.805, 0.284], [0.162, -0.070, -0.415], [-0.655, 0.520, 0.324], [0.323, 0.171, 0.236], [-0.054, -0.402, -0.066], [-0.131, -0.115, -0.166], [0.139, -0.171, 0.099], [-0.153, -0.117, 0.151], [0.190, -0.283, -0.152], [0.022, -0.112, -0.028], [0.247, -0.047, -0.114], [-0.140, -0.208, -0.083], [-0.278, -0.439, 0.142], [0.245, 0.740, -0.203], [-0.941, -0.432, -0.118], [0.244, -0.178, -0.184], [0.080, 0.212, -0.130], [0.021, 0.009, -0.037], [0.099, 0.041, 0.005], [-0.061, -0.049, 0.037], [0.202, -0.252, 0.098], [0.372, 0.188, -0.008], [0.193, 0.041, 0.287], [-0.138, 0.119, 0.166], [-0.239, 0.285, 0.150], [0.212, 0.464, 0.376], [-0.835, 0.162, -0.166], [-0.086, -0.144, 0.167], [0.186, -0.154, -0.171], [0.048, -0.033, -0.024], [-0.001, -0.077, -0.007], [-0.016, -0.064, -0.198], [0.244, -0.579, 0.051], [-0.030, 0.029, -0.299], [0.431, 0.018, 0.290], [0.059, -0.007, -0.234], [-0.163, -0.242, 0.434], [-0.269, 0.422, -1.058], [-0.472, -0.833, 0.965], [0.261, -0.584, 0.139], [-0.133, 0.199, -0.169], [0.187, 0.109, -0.276], [0.146, 0.000, 0.164], [0.190, -0.049, 0.266], [0.165, -0.005, -0.153], [0.207, 0.231, -0.208], [-0.006, 0.336, -0.128], [0.001, 0.413, 0.017], [0.107, 0.180, 0.467], [0.738, -0.396, -0.296], [-0.334, 0.686, -0.101], [-0.005, 0.025, 0.227], [-0.333, -0.244, 0.015], [0.226, -0.076, -0.200], [-0.279, 0.224, -0.016], [-0.184, 0.194, -0.025], [0.054, -0.043, 0.060], [0.175, -0.230, 0.129], [-0.045, -0.259, -0.118], [-0.077, 0.032, -0.093], [0.250, 0.145, -0.148], [-0.271, 0.215, 0.515], [0.968, 0.411, -0.147], [0.102, -0.101, -0.511], [0.057, -0.010, 0.037], [-0.117, -0.203, -0.002], [-0.127, 0.075, 0.159], [0.077, -0.397, -0.048], [-0.268, -0.324, -0.056], [-0.086, -0.030, -0.006], [-0.447, 0.119, 0.043], [0.040, 0.052, -0.124], [-0.107, -0.660, 0.105], [-1.341, 1.150, 0.258], [-0.057, -1.297, 0.839], [0.469, -0.656, -0.249], [0.061, 0.094, 0.052], [0.114, 0.058, 0.057], [-0.001, 0.099, -0.079], [0.631, 0.368, -0.487], [-0.030, 0.291, -0.301], [0.202, 0.191, 0.151], [0.187, 0.497, -0.267], [0.002, 0.001, -0.005]], "lowdin_charge": [-0.043, -0.517, -0.133, -0.161, -0.142, -0.523, -0.097, -0.007, -0.019, -0.025, -0.022, 0.083, 0.087, 0.068, 0.124, 0.097, 0.103, 0.113, 0.097, 0.119, 0.086, 0.061, 0.085, 0.087, 0.077, 0.081, 0.067, 0.085, 0.085, 0.054, -0.028, -0.508, -0.128, -0.160, -0.141, -0.478, -0.093, -0.028, -0.006, -0.011, -0.021, 0.057, 0.089, 0.092, 0.101, 0.112, 0.104, 0.107, 0.094, 0.117, 0.058, 0.073, 0.090, 0.087, 0.061, 0.064, 0.089, 0.071, 0.064, 0.051, -0.057, 0.021, 0.006, -0.038, 0.052, 0.058, -0.034, 0.035, 0.058, -0.049, -0.011, 0.025, -0.053, -0.502, -0.058, -0.068, 0.079, 0.077, 0.079, 0.136, 0.079, 0.081, 0.082, 0.037, -0.061, -0.500, -0.055, -0.059, 0.087, 0.078, 0.080, 0.128, 0.060, 0.094, 0.075, 0.084, -0.050, -0.481, -0.053, -0.072, 0.080, 0.082, 0.082, 0.122, 0.086, 0.086, 0.067, 0.097, -0.056, -0.480, -0.062, -0.066, 0.076, 0.082, 0.078, 0.111, 0.081, 0.058, 0.090, 0.036, -0.049, -0.457, -0.052, -0.084, 0.076, 0.082, 0.081, 0.141, 0.087, 0.083, 0.075, 0.073, -0.053, -0.499, -0.054, -0.059, 0.079, 0.085, 0.080, 0.094, 0.059, 0.087, 0.082, 0.081, -0.044, -0.476, -0.060, -0.058, 0.064, 0.057, 0.080, 0.135, 0.079, 0.050, 0.083, 0.036, -0.052, -0.465, -0.067, -0.052, 0.087, 0.083, 0.083, 0.116, 0.079, 0.072, 0.065, 0.078], "orbital_gap_ev": 8.2, "energy_ev": -76981.388, "lumo_ev": 0.258}